Molecular formula: C35H63CrN8O
Method: DFT, ωB97M-V/def2-TZVPD

The geometry in XYZ format:
```
108
Properties=species:S:1:pos:R:3:forces:R:3:lowdin_charge:R:1
Cr -3.35523 -0.28723 -1.92390 5.3058 -0.1306 1.1383 1.254
C 0.47199 0.90679 -1.70070 -0.9404 -0.3470 0.1282 -0.028
C -0.25053 -0.06453 -0.73335 1.3098 1.0482 -0.4948 -0.455
C -0.16941 0.45841 0.68002 -0.3601 -0.2941 0.9172 -0.032
O -1.56109 -0.28963 -1.15729 -4.1458 -0.2726 -1.4259 -0.198
H 1.50964 0.91930 -1.37945 0.0667 0.3184 -0.1088 0.077
H -0.02813 1.87391 -1.61339 0.4099 0.2032 0.1822 0.085
H 0.39161 0.62738 -2.75171 0.1440 -0.3744 0.0711 0.066
H 0.33196 -0.99231 -0.75766 -0.5040 -0.5785 -0.3027 0.152
H 0.85049 0.62097 1.03410 0.1876 0.0781 -0.5401 0.083
H -0.54117 -0.28171 1.39423 -0.3697 0.1952 -0.0739 0.053
H -0.70700 1.40192 0.79362 -0.0904 -0.0732 -0.0031 0.087
C 4.20086 -0.99362 0.04303 0.9576 0.4971 -0.2265 -0.093
C 4.48591 0.38624 0.65368 -0.9523 -0.1489 -0.1695 -0.249
C 5.00891 1.46856 -0.29252 0.7588 -0.1536 -0.3611 -0.176
C 6.08978 0.98052 -1.16328 -0.0733 0.0718 -0.0523 -0.235
N 6.92477 0.61402 -1.85987 -0.0554 -0.1064 0.0306 0.165
H 3.39041 -0.95905 -0.68908 -0.1744 -0.0690 0.1334 0.046
H 4.01164 -1.71176 0.83846 -0.2654 -0.0693 -0.1127 0.074
H 5.09234 -1.32118 -0.49716 -0.0640 -0.2078 0.0042 0.076
H 5.16690 0.28087 1.49564 -0.0521 0.0319 0.0502 0.120
H 3.51239 0.74280 1.00623 0.2327 0.2291 0.4878 0.078
H 5.44888 2.29569 0.26735 -0.2474 0.0630 0.0994 0.126
H 4.25034 1.89296 -0.95416 -0.1483 -0.0826 0.1080 0.090
C 2.32969 -0.23688 3.83671 -0.2842 0.3173 0.8279 -0.095
C 1.31187 0.78768 4.36175 0.4976 0.0100 -0.2276 -0.264
C 0.96672 0.59148 5.84446 0.0325 0.3462 -0.1989 -0.189
C 2.17701 0.58332 6.67616 -0.3686 -0.0370 0.0173 -0.226
N 3.12402 0.61278 7.32189 0.0910 -0.0415 -0.0432 0.170
H 3.35586 0.03160 4.08742 -0.0422 0.1327 0.0197 0.085
H 2.25066 -0.31309 2.75448 0.0291 -0.4055 0.0360 0.031
H 2.12094 -1.15577 4.38796 0.1166 -0.4208 -0.6553 0.078
H 0.39242 0.69843 3.77856 -0.0846 0.1222 0.0631 0.072
H 1.73218 1.78491 4.21303 -0.2794 0.1209 0.0219 0.116
H 0.37959 -0.31588 5.99193 0.2367 -0.1699 0.0562 0.118
H 0.33060 1.41225 6.18220 0.0586 0.0396 0.0941 0.106
C 1.07601 -3.19579 2.26272 -0.1331 -0.3273 -0.4725 -0.099
C -0.36972 -3.32345 2.72627 0.0054 0.5499 0.5212 -0.241
C -1.41136 -3.24611 1.60931 0.4123 -0.8992 -0.6848 -0.192
C -1.03501 -4.02491 0.40300 0.0342 0.3983 0.4763 -0.218
N -0.72078 -4.62399 -0.52349 -0.0145 0.0189 -0.2266 0.179
H 1.74600 -3.39730 3.09508 0.1390 0.2338 -0.0643 0.083
H 1.29949 -2.23027 1.80137 -0.0480 0.1826 0.3241 0.049
H 1.30322 -3.91402 1.47062 -0.0460 -0.2397 0.1836 0.070
H -0.63499 -2.48150 3.37373 0.1881 0.0052 0.0960 0.085
H -0.49088 -4.19169 3.37371 -0.0567 -0.2688 -0.3803 0.120
H -1.50528 -2.19975 1.31714 -0.3937 -0.0779 -0.0539 0.062
H -2.36081 -3.68823 1.91412 -0.1510 0.4620 0.2290 0.115
C 1.81968 -4.72122 -2.78290 0.0164 -0.0249 -0.2765 -0.103
C 2.14868 -3.33918 -2.23490 -0.7588 -0.2799 0.2113 -0.257
C 1.92293 -2.19084 -3.21587 1.1498 -0.1528 -0.7242 -0.185
C 0.61949 -2.16238 -3.84845 -0.4558 0.1328 0.2133 -0.222
N -0.40162 -2.10223 -4.37191 -0.1852 0.1269 0.1427 0.183
H 1.75187 -5.44819 -1.97624 0.1160 0.0225 0.0211 0.072
H 2.60348 -5.03542 -3.47388 -0.0713 -0.0996 -0.0342 0.084
H 0.86304 -4.75979 -3.30620 -0.0110 0.1053 0.0145 0.069
H 3.18666 -3.36347 -1.90739 -0.0406 0.4188 0.1513 0.113
H 1.48174 -3.13224 -1.39209 0.2613 -0.1525 0.2747 0.074
H 2.61460 -2.26816 -4.06484 0.1414 -0.0465 0.1335 0.140
H 2.14696 -1.22215 -2.76255 -0.1801 0.0129 0.0352 0.092
C -7.80525 -1.47371 0.88418 0.8896 0.1002 -0.9199 -0.090
C -6.82254 -2.15345 1.83182 -0.2393 0.4894 0.0388 -0.216
C -5.49326 -1.39692 2.04240 -0.3834 0.0888 0.1431 -0.151
C -4.75825 -1.10089 0.83480 -0.0528 -0.4616 0.1659 -0.100
N -4.17829 -0.90492 -0.13482 0.0741 0.5897 -1.3547 0.119
H -8.80144 -1.88946 0.99313 -0.0433 0.0960 -0.0903 0.089
H -7.45793 -1.60865 -0.14709 -0.3036 -0.3639 -0.0628 0.070
H -7.82129 -0.38305 0.95111 -0.2400 -0.0354 0.6598 0.082
H -6.57734 -3.16599 1.51634 -0.2677 -0.0806 0.0518 0.122
H -7.29608 -2.17477 2.81313 0.2649 -0.3031 0.1130 0.124
H -4.84486 -1.98510 2.69405 0.2064 0.2655 0.0375 0.129
H -5.69703 -0.42007 2.49107 0.1391 -0.0580 0.1901 0.137
C -0.41383 -0.34750 -7.18884 -0.0284 0.6152 1.1107 -0.083
C 0.08061 0.74533 -6.20968 -0.2013 -0.4452 -0.4895 -0.237
C -1.06170 1.59776 -5.63623 0.1997 0.3290 0.2067 -0.140
C -1.88424 0.92272 -4.63738 0.0568 0.0748 -0.6574 -0.111
N -2.55545 0.39639 -3.87202 -0.8904 -0.4047 1.8330 0.127
H -0.80148 0.17797 -8.05845 0.0204 -0.3991 -0.2795 0.083
H -1.19851 -0.93632 -6.71224 -0.1021 -0.0112 -0.1295 0.056
H 0.38375 -1.04769 -7.41914 0.0663 0.1674 -0.3147 0.083
H 0.70058 1.44901 -6.76483 0.1770 -0.0236 0.1411 0.119
H 0.66018 0.34476 -5.37790 0.0703 -0.0870 -0.1018 0.084
H -1.70828 2.01036 -6.41388 -0.1779 -0.2415 -0.0165 0.147
H -0.62824 2.47342 -5.14230 -0.1188 -0.0088 0.1948 0.125
C 1.59166 4.56137 -0.93405 1.2085 -0.1039 -0.7721 -0.091
C 1.33883 4.39507 -2.43344 -0.6331 0.3022 0.1069 -0.264
C 2.28358 3.38390 -3.11644 -0.0212 0.9079 0.5570 -0.188
C 3.60665 3.98601 -3.33145 -0.2404 -0.3519 -0.1189 -0.229
N 4.64731 4.43313 -3.50428 0.1337 0.1281 0.0541 0.178
H 1.49929 3.61434 -0.39829 -0.4387 0.1128 0.1712 0.056
H 1.02473 5.38859 -0.51837 -0.2063 -0.2357 0.2071 0.080
H 2.65229 4.82107 -0.84721 -0.0540 0.1645 0.2602 0.082
H 1.42748 5.37571 -2.90343 0.1495 -0.0603 -0.1169 0.117
H 0.29136 4.11944 -2.60023 0.0602 -0.2640 -0.0718 0.087
H 1.87091 3.06762 -4.07260 0.1372 -0.2265 -0.0117 0.105
H 2.42180 2.55298 -2.42649 -0.0262 -0.3015 -0.3168 0.069
C -1.48874 3.27701 3.66454 -0.6231 -0.1345 0.1696 -0.075
C -3.02683 3.08985 3.68534 0.9425 -0.4902 -0.4836 -0.224
C -3.42791 1.76741 4.31826 -0.4114 -0.9537 0.7829 -0.183
C -2.95371 0.52744 3.67225 0.1363 0.4104 -0.4049 -0.184
N -2.59267 -0.44349 3.16916 -0.1507 0.1853 -0.0231 0.183
H -1.03914 2.66464 4.44573 0.1664 0.0605 0.0074 0.055
H -1.20813 4.31087 3.84918 0.0413 0.0104 -0.1438 0.083
H -1.09925 2.95206 2.70113 0.2279 0.0491 0.0576 0.056
H -3.36929 3.03026 2.65030 -0.2553 0.4775 0.0476 0.103
H -3.51947 3.90484 4.20710 -0.1379 -0.0626 -0.0245 0.117
H -4.51582 1.66862 4.37981 -0.0136 0.0805 -0.0487 0.121
H -3.08597 1.63414 5.35051 0.0416 0.4597 0.0451 0.133
```
Forces are in eV/Å.

**Expectation value of S²**: 3.882
**Net charge**: +2
**Relative energy (zero: lowest compared OMol25 entry of this formula, charge and spin)**: 0.0000 eV
**Gap between HOMO and LUMO (alpha / beta)**: 4.66 / 4.92 eV
**Electronic energy**: -2928.438985 a.u.
**HOMO level (alpha / beta)**: -14.94 / -14.94 eV
**Spin multiplicity**: 4
**Maximum force**: 0.1056 hartree/bohr